[1]
{
  "formula": "C16H19ClN2O4",
  "method": "ωB97M-V/def2-TZVPD",
  "charge": 0,
  "homo_lumo_gap_ev": 8.51,
  "smiles": "O=C(O)[C@@H]1NN[C@H]2C[C@H](Cl)[C@H](c3ccc4c(c3)OCCO4)C[C@H]21",
  "molar_mass_g_mol": 338.79,
  "homo_ev": -7.8,
  "species": ["O", "C", "O", "C", "N", "N", "C", "C", "C", "Cl", "C", "C", "C", "C", "C", "C", "C", "O", "C", "C", "O", "C", "C", "H", "H", "H", "H", "H", "H", "H", "H", "H", "H", "H", "H", "H", "H", "H", "H", "H", "H", "H"],
  "xyz": [[-0.90734, -3.68557, -2.30690], [0.23368, -3.66740, -2.73900], [0.65346, -4.57244, -3.69019], [1.17542, -2.52374, -2.34898], [2.56724, -2.67721, -2.84570], [3.42662, -2.59469, -1.70204], [2.77424, -1.79561, -0.68971], [2.78514, -0.28285, -0.94782], [1.84632, 0.46069, 0.00750], [2.52194, 0.26021, 1.68479], [0.38457, -0.06647, -0.14966], [-0.51598, 0.74659, 0.76615], [-0.74987, 0.36433, 2.07731], [-1.60723, 1.05665, 2.86565], [-2.27420, 2.19078, 2.35463], [-1.99680, 2.67107, 1.06839], [-1.08611, 1.93297, 0.29141], [-2.63667, 3.79142, 0.54707], [-3.69681, 4.30110, 1.34948], [-3.41170, 4.17910, 2.85949], [-3.16930, 2.79304, 3.19277], [0.31565, -1.61279, 0.02377], [1.34596, -2.38385, -0.85472], [-0.07486, -5.18886, -3.80692], [0.75437, -1.58870, -2.70486], [2.69601, -3.55410, -3.40938], [4.33465, -2.16362, -1.94770], [3.22054, -1.95725, 0.31175], [2.48116, -0.08098, -1.95262], [3.78798, 0.09952, -0.83921], [1.85389, 1.47866, -0.33416], [0.04432, 0.18141, -1.15190], [-0.23059, -0.47122, 2.55202], [-1.83939, 0.80056, 3.88864], [-0.85725, 2.33078, -0.69860], [-3.85321, 5.36506, 1.13862], [-4.58273, 3.75107, 1.10861], [-2.58495, 4.80714, 3.10766], [-4.28918, 4.52345, 3.47434], [0.50565, -1.87923, 1.04853], [-0.72238, -1.96976, -0.17091], [1.37776, -3.36927, -0.42757]],
  "forces_ev_per_angstrom": [[1.4433, -0.3423, -0.4327], [-1.7196, 0.4104, -0.2156], [0.4553, 1.2356, 1.1870], [1.1249, -0.6638, -0.5178], [-0.6865, 0.0199, -1.5033], [2.2108, -0.5249, 0.4665], [-0.8793, -0.1673, -0.4911], [-0.2293, -0.5586, 0.8566], [-0.0678, -1.3074, -1.1708], [-0.4357, 0.4461, -0.4442], [0.5619, -0.1010, 1.0081], [-0.0319, 0.2111, -0.5423], [0.5909, -1.0115, 0.3307], [-1.3063, 1.6960, -0.0842], [0.4727, -0.3121, 0.1324], [-0.2061, -0.3912, 0.3606], [-0.4287, 0.2644, 0.1177], [0.7909, -0.2982, 0.3233], [0.3277, 0.1961, 1.0708], [-1.3813, -0.8281, -0.4350], [-0.2404, 1.1354, 0.0232], [-0.7227, 0.3834, -1.1812], [-0.2495, 0.7216, 2.3132], [-0.3349, -0.1772, -0.0328], [-0.3705, 0.0055, -0.5512], [-0.0693, 1.0265, 1.4057], [-0.8989, -0.2571, -0.2929], [-0.3738, -0.3401, -0.6000], [-0.3426, 0.1605, -0.8320], [0.4522, 0.1469, 0.0701], [0.0851, 0.8036, 0.7205], [0.3377, 0.0339, -0.3772], [-0.1520, 0.0841, -0.5111], [0.1154, -0.1633, 0.0599], [-0.0880, -0.3015, 0.0906], [0.1996, -0.2567, -0.3400], [-0.7330, -0.3212, -0.1286], [0.9274, 0.2290, 0.3181], [0.7677, -0.4878, -0.7291], [0.2827, -0.0414, 0.4694], [0.6688, 0.2911, -0.0670], [0.1330, -0.6483, 0.1560]],
  "mulliken_charge": [-0.55, 0.26, -0.48, 0.16, -0.47, -0.52, -0.03, -1.17, 0.13, -0.20, 0.32, -0.07, -0.29, -1.09, 0.75, 0.03, -0.56, -0.47, -0.46, -0.49, -0.47, -1.37, -0.33, 0.38, 0.33, 0.36, 0.32, 0.37, 0.51, 0.33, 0.53, 0.57, 0.27, 0.43, 0.42, 0.35, 0.31, 0.32, 0.31, 0.51, 0.31, 0.45]
}

---

[2]
{
  "formula": "C9H12NO2P",
  "method": "ωB97M-V/def2-TZVPD",
  "charge": 0,
  "homo_lumo_gap_ev": [3.77, 3.12],
  "molar_mass_g_mol": 197.17,
  "homo_ev": [-6.0, -5.6],
  "species": ["C", "C", "C", "C", "C", "C", "C", "C", "C", "N", "O", "O", "P", "H", "H", "H", "H", "H", "H", "H", "H", "H", "H", "H", "H"],
  "xyz": [[-3.18626, 1.34919, -2.11513], [-3.30191, 2.05711, -0.91985], [-2.18549, 0.37221, -2.16199], [-2.37422, 1.90682, 0.12517], [-1.35862, 0.16287, -1.08865], [-1.27750, 1.01104, 0.03093], [1.98565, -0.05286, 1.62816], [3.05344, -0.93850, 0.90781], [-0.15492, 1.11841, 0.84466], [0.70433, 0.04297, 0.92182], [1.54179, -2.84712, 0.06388], [3.93844, -3.65143, 0.43530], [2.90303, -2.81438, 1.12054], [-3.96047, 1.41367, -2.86290], [-4.11244, 2.73378, -0.64938], [-2.02293, -0.40294, -2.79548], [-2.41281, 2.67473, 0.82654], [-0.68858, -0.55907, -1.43918], [1.77533, -0.51268, 2.57593], [2.47317, 1.02544, 1.84555], [3.03975, -0.71424, -0.19273], [4.00084, -0.70131, 1.27697], [-0.03870, 1.91301, 1.47412], [0.32672, -0.84616, 0.44184], [1.33238, -3.74057, -0.29393]],
  "forces_ev_per_angstrom": [[-0.3612, -0.6939, 0.8265], [0.2191, -0.2200, 0.8745], [-1.3011, 1.7294, 2.6272], [0.9181, -0.5180, -2.1678], [0.3404, 1.1372, -0.3446], [-2.7487, 0.5958, -1.8186], [1.9403, 1.4433, 0.0194], [-1.9912, 0.3004, -2.2501], [2.9931, -6.2319, 0.1749], [-2.7262, 1.9503, -1.1681], [-0.8756, -0.0637, -0.5776], [0.5145, 0.6547, -0.3735], [-1.2075, -0.9567, 1.1429], [0.1547, 0.2619, -0.3018], [0.0616, -0.0504, -0.7906], [-0.3634, -1.4301, -2.9769], [0.0065, 0.7987, 1.6896], [1.7243, -1.1814, 0.9449], [-0.1192, -0.3032, 0.7896], [-1.6093, -2.2196, -0.6388], [0.1140, -0.0273, 0.7139], [1.5590, 0.5909, 0.7161], [0.8248, 2.1452, 1.4299], [1.3834, 1.3776, 0.8020], [0.5495, 0.9107, 0.6571]],
  "mulliken_charge": [-0.49, -0.32, -0.66, -0.71, -0.29, 0.88, -0.53, -0.94, -0.31, 0.05, -0.43, -0.58, -0.01, 0.37, 0.35, 0.43, 0.36, 0.34, 0.35, 0.34, 0.37, 0.43, 0.50, 0.24, 0.24]
}

---

[3]
{
  "formula": "C5H13N2S",
  "method": "ωB97M-V/def2-TZVPD",
  "charge": 1,
  "homo_lumo_gap_ev": [7.97, 7.97],
  "molar_mass_g_mol": 133.24,
  "homo_ev": [-11.8, -11.8],
  "species": ["C", "C", "C", "C", "C", "N", "N", "S", "H", "H", "H", "H", "H", "H", "H", "H", "H", "H", "H", "H", "H"],
  "xyz": [[0.25821, -1.67963, 0.02528], [-1.26704, -1.30973, 0.12315], [-0.32610, 0.42922, 1.36617], [-1.71492, 1.03877, -0.53581], [2.79196, 1.10681, -0.89304], [0.97450, -0.46057, -0.04700], [-1.43592, 0.03698, 0.60043], [2.55729, -0.30178, 0.25001], [0.57032, -2.40730, 0.70060], [0.41751, -2.16368, -0.93449], [-1.86941, -1.52741, -0.80940], [-1.65502, -1.88359, 1.01174], [-0.05896, -0.37626, 2.16501], [-0.26896, 1.51169, 1.51396], [-0.80299, 0.98108, -1.07466], [-2.65053, 0.78280, -1.19620], [-1.78032, 2.12414, -0.25296], [3.67178, 0.87258, -1.51574], [3.02053, 2.10502, -0.44211], [1.79684, 1.04386, -1.33407], [-2.22876, 0.07703, 1.27915]],
  "forces_ev_per_angstrom": [[-1.2016, 0.7559, -2.2584], [-0.2322, -3.3027, 0.5958], [4.0971, -2.1466, 0.1748], [-1.4293, 0.4490, -0.7002], [0.8487, 0.1951, 0.5723], [-2.4828, 2.3584, 1.8260], [-3.0360, 2.8198, -0.3800], [1.0063, 0.2655, 0.2382], [0.3962, -0.9687, 1.9102], [-0.1414, -0.1343, -0.3782], [0.7342, 0.4125, 1.2360], [0.0895, -0.1411, -1.3445], [-0.6834, 2.1059, -1.0826], [0.3342, -0.5754, 0.2599], [0.5917, -0.2132, -1.0131], [1.9053, 0.0833, 1.5916], [-0.2032, -1.2904, 0.5943], [-0.7749, 0.0037, -0.2098], [-0.5123, -0.9749, 0.0799], [0.5656, 0.5603, -0.7529], [0.1282, -0.2621, -0.9593]],
  "mulliken_charge": [-0.69, -0.45, -0.59, -0.80, -0.56, -0.20, -0.01, 0.04, 0.43, 0.41, 0.33, 0.35, 0.29, 0.36, 0.39, 0.31, 0.33, 0.32, 0.25, 0.12, 0.38]
}

---

[4]
{
  "formula": "C34H31BrN8O4S3Yb",
  "method": "ωB97M-V/def2-TZVPD",
  "s2": 0.78,
  "charge": -1,
  "homo_lumo_gap_ev": [4.23, 4.21],
  "molar_mass_g_mol": 964.82,
  "spin_multiplicity": 2,
  "homo_ev": [-2.9, -2.9],
  "species": ["Yb", "O", "C", "C", "C", "C", "C", "C", "C", "O", "N", "N", "C", "C", "Br", "C", "C", "C", "C", "C", "C", "C", "H", "H", "H", "H", "H", "H", "H", "H", "H", "H", "H", "H", "H", "H", "S", "C", "C", "C", "C", "N", "C", "C", "C", "S", "C", "N", "H", "H", "C", "C", "C", "C", "N", "N", "C", "H", "H", "H", "H", "H", "H", "H", "H", "C", "N", "C", "C", "N", "C", "S", "H", "H", "H", "H", "H", "H", "O", "C", "O", "H"],
  "xyz": [[-0.42876, -0.15998, 1.14911], [-0.40836, -2.44863, -3.19781], [-0.84597, -1.41526, -3.97783], [-1.24286, -1.72718, -5.29977], [-1.42815, -0.67068, -6.19027], [-1.35475, 0.67854, -5.80062], [-0.97684, 0.98957, -4.49695], [-0.70632, -0.06790, -3.57956], [-0.60402, 0.16833, -2.09810], [-0.26380, -0.72761, -1.23675], [-0.89247, 1.45442, -1.67807], [-0.47827, 1.84860, -0.39338], [-0.22856, 3.14603, -0.26307], [-0.18768, 3.84193, 0.94083], [-0.46632, 2.76625, 2.54769], [0.16975, 5.16176, 1.07474], [0.03143, 6.25859, 0.14431], [-0.77115, 6.15349, -1.05532], [-0.80163, 7.23581, -1.96109], [-0.12710, 8.46272, -1.75119], [0.58062, 8.48827, -0.60290], [0.73205, 7.47869, 0.30063], [-0.18180, -2.02856, -2.30012], [-1.20454, -2.78323, -5.65353], [-1.66850, -0.97665, -7.21887], [-1.70018, 1.41796, -6.52470], [-0.86890, 2.03868, -4.14017], [-4.71874, 1.07951, 0.15930], [-1.61829, 1.94735, -2.23610], [-0.14877, 3.67733, -1.26831], [0.49915, 5.41027, 2.08351], [-1.39680, 5.32050, -1.31390], [-1.39906, 7.09342, -2.86514], [-0.10831, 9.33946, -2.44847], [1.15774, 9.41126, -0.44115], [1.32477, 7.57987, 1.20062], [2.49344, 0.40822, 1.64565], [3.40685, -0.46499, 0.55357], [4.23058, 0.15761, -0.43122], [4.95609, -0.58752, -1.36058], [5.76245, 0.10090, -2.29506], [6.45910, 0.56524, -3.13504], [4.78301, -1.99221, -1.43859], [4.15209, -2.68825, -0.40284], [3.49941, -1.96935, 0.61183], [2.86732, -2.63224, 2.02972], [5.20603, -2.80982, -2.50507], [5.43077, -3.50433, -3.41257], [4.30755, 1.20463, -0.59156], [4.11645, -3.80848, -0.47113], [0.58118, -2.24698, 6.61778], [-0.25820, -1.53859, 5.59577], [-1.46183, -0.82794, 5.79131], [-1.85409, -0.33254, 4.50392], [-0.94308, -0.64681, 3.58775], [0.05492, -1.33420, 4.28040], [-3.12243, 0.36513, 4.20167], [-0.13731, -2.94268, 6.99873], [0.88954, -1.54260, 7.38369], [1.48127, -2.77359, 6.23335], [-1.96390, -0.48887, 6.72067], [0.87635, -1.68492, 3.82153], [-3.88865, 0.14447, 4.97117], [-3.52182, 0.12017, 3.18096], [-3.00537, 1.48359, 4.13465], [0.26998, -6.14844, 1.78476], [-0.48024, -5.68860, 0.65015], [-0.74487, -6.43343, -0.50618], [-1.35375, -5.61773, -1.34388], [-1.44112, -4.30927, -0.77334], [-0.92631, -4.37082, 0.46014], [-0.81588, -3.09934, 1.51418], [0.05159, -5.53573, 2.67302], [1.38227, -6.14528, 1.52270], [0.07047, -7.21143, 1.97321], [-0.44843, -7.52026, -0.54975], [-1.70128, -5.78576, -2.36289], [-1.67221, -3.40898, -1.18217], [-4.78977, 0.12625, -0.25543], [-3.66382, -0.49308, -0.05133], [-2.68983, -0.02503, 0.54552], [-3.71302, -1.50909, -0.52683]],
  "forces_ev_per_angstrom": [[1.7448, 0.2670, 0.0176], [-0.7624, 1.1812, 0.7371], [1.0256, -0.7332, -0.7674], [0.8890, 0.2784, 0.0430], [-0.4699, -0.8993, 0.0969], [-0.2113, -0.2630, 0.1063], [-0.0098, -0.3001, 0.3120], [-1.2164, -0.0319, 0.7791], [0.3898, 0.9832, 1.1939], [-0.4780, 1.3230, -1.9123], [0.4811, -1.2803, -0.8482], [-1.0422, -1.0388, 0.4274], [-0.8873, 0.1303, -1.8020], [0.2115, -0.7964, -1.0357], [0.1919, 0.2974, -0.5226], [-0.0467, 1.1381, 1.2841], [-0.4668, -0.8073, -1.3769], [0.9465, 2.1129, -0.0344], [-0.3961, -0.1824, -0.2118], [-1.2511, -1.1426, -1.5076], [2.1866, 2.4397, 1.0478], [-0.8634, -1.4929, 0.7565], [0.0273, -0.4295, -0.8188], [-0.2077, 0.9960, 0.4554], [0.0506, 0.5614, 0.4031], [0.5442, 0.0621, 0.3218], [-0.1255, -0.9401, -0.5126], [-0.1189, -2.4106, -0.9921], [1.0498, -0.1017, 0.7881], [0.2369, -0.1774, 1.6314], [0.0596, 0.2904, -0.2074], [0.0312, -0.3469, 0.2928], [0.0948, 0.1069, 0.1894], [-0.2532, -1.1806, 0.6400], [-0.1776, -0.3588, 0.2650], [0.1694, 0.2219, -0.1178], [-1.5273, 1.3786, 0.9310], [2.1050, -1.8306, -2.5384], [-0.7025, -1.5305, 0.6634], [-0.7148, -0.7815, -0.1248], [2.3812, 1.0822, -3.2823], [-2.0748, -1.1430, 2.6283], [0.2450, 0.1405, 1.0691], [-0.6199, 0.0071, -0.2394], [0.0612, 2.0441, 0.4791], [-0.6356, -1.6431, 0.6676], [0.6465, -0.8081, -2.0592], [-0.1096, 0.7386, 1.1283], [-0.1907, 0.8862, 0.5575], [-0.0434, 1.3159, 0.3585], [0.2315, 0.1503, -1.0215], [-0.4839, 2.1806, -1.2619], [-0.0590, 0.3255, -0.3709], [1.1260, -0.9968, 1.0982], [1.0969, -0.6565, 0.8767], [-1.8321, 0.1348, 1.0438], [-0.9153, 1.3311, -1.0018], [0.0761, -0.7556, 0.8177], [-0.0034, -0.0222, 0.1684], [-0.7449, 0.4014, 0.0106], [0.4711, -0.8716, -0.6655], [0.5324, -0.1077, -0.8207], [0.4294, 0.0908, -0.5202], [0.3471, -0.1784, 0.9582], [0.0777, -0.9386, 0.3495], [1.8886, -0.5389, -0.0045], [-0.9339, 1.4602, -0.5763], [0.8280, -1.2104, 1.6702], [-0.9272, 1.8147, -2.4144], [0.1278, -2.0527, -0.3597], [1.0379, -1.1512, 0.5597], [-0.2253, 0.1964, 0.7718], [0.2288, -0.2140, -0.5062], [-1.3251, 0.5265, 0.6098], [-0.4438, 0.3034, 0.0463], [-0.5552, 1.6186, -0.1396], [0.1671, 0.0233, 0.4941], [0.0123, -0.6311, -0.1780], [-0.5163, 3.0357, 1.0412], [2.2816, -0.4940, 0.5167], [-2.4873, -0.8117, -1.0919], [0.3255, 0.7053, 0.5399]],
  "mulliken_charge": [0.79, -0.59, 0.42, -0.75, -0.27, -0.83, -0.29, 0.25, 0.61, -0.51, -0.31, -0.11, -0.71, 0.38, -0.24, -1.11, 1.16, -0.57, -0.23, -0.78, -0.06, -0.84, 0.26, 0.35, 0.33, 0.36, 0.52, 0.40, 0.47, 0.52, 0.24, 0.50, 0.31, 0.31, 0.26, 0.35, -0.28, -0.12, -0.93, 0.52, 0.01, -0.64, 0.89, -0.94, 0.19, -0.42, 0.00, -0.61, 0.50, 0.32, -1.22, 0.49, -0.86, 0.45, -0.04, 0.36, -0.96, 0.34, 0.31, 0.28, 0.31, -0.06, 0.34, 0.00, 0.23, -0.78, 0.24, -0.05, -0.78, 0.18, -0.14, -0.24, 0.25, 0.28, 0.31, 0.38, 0.38, 0.17, -0.47, 0.36, -0.40, 0.26]
}

---

[5]
{
  "formula": "C6H14N2",
  "method": "ωB97M-V/def2-TZVPD",
  "s2": 0.75,
  "charge": -1,
  "homo_lumo_gap_ev": [2.45, 9.40],
  "molar_mass_g_mol": 114.19,
  "spin_multiplicity": 2,
  "homo_ev": [1.5, -5.6],
  "species": ["C", "C", "C", "C", "C", "N", "C", "N", "H", "H", "H", "H", "H", "H", "H", "H", "H", "H", "H", "H", "H", "H"],
  "xyz": [[2.64116, -0.87108, -0.71581], [1.62263, 0.25747, -0.64532], [0.33795, -0.07324, -1.43045], [-0.73032, -0.79704, -0.58693], [-1.93045, 0.08382, -0.24978], [-2.24149, 0.18342, 1.20175], [-1.41993, 1.07512, 1.87939], [-1.09131, 0.81063, 3.08061], [2.25856, -1.88588, -0.79820], [3.39940, -0.79825, 0.05383], [3.21553, -0.71536, -1.64210], [1.97204, 1.24987, -0.93702], [1.30845, 0.35070, 0.39813], [0.57086, -0.58274, -2.36873], [-0.07075, 0.86536, -1.82451], [-0.95404, -1.78487, -0.98349], [-0.29635, -1.03311, 0.39200], [-1.79082, 1.12309, -0.53534], [-2.84998, -0.22472, -0.70891], [-2.25241, -0.71573, 1.66393], [-1.34085, 2.03136, 1.36966], [-0.35786, 1.45118, 3.38726]],
  "forces_ev_per_angstrom": [[1.0558, 0.8593, -1.2814], [-1.3523, -0.7157, 0.4774], [0.0644, 0.5206, -0.3294], [0.7510, 0.2168, 0.5139], [-0.9433, 0.2958, 0.8574], [0.6628, 0.2523, -0.7620], [-1.5429, -0.8196, 0.7745], [1.2338, -0.1408, -0.2022], [-0.3909, 0.0730, 0.3532], [0.0332, -0.1547, 0.5189], [-0.0679, -0.2369, -0.0238], [0.5801, -0.2403, -0.0723], [0.0768, 0.3003, 0.0085], [0.1638, -0.4118, 0.1826], [-0.1877, 0.0308, 0.2759], [-0.5074, 0.0715, -0.3335], [0.2547, -0.0384, -0.1119], [0.3193, 0.0019, -0.3917], [-0.3735, -0.3526, -0.5651], [-0.0080, 0.0287, 0.1414], [0.7698, 0.0197, -0.2474], [-0.5917, 0.4402, 0.2173]],
  "mulliken_charge": [-1.76, -0.62, -1.28, -0.46, -1.59, 0.18, -1.10, -0.44, 0.23, 0.63, 0.40, 1.56, -0.52, 0.15, 0.61, 0.67, 0.23, -0.08, 1.28, 0.24, 0.18, 0.48]
}

---

The evaluated energy above the lowest of the compared OMol25 structures with the same formula, charge and spin for the records listed, in turn: 59.50; 75.10; 99.50; 76.11; 7.46 kcal/mol.